{
  "formula": "C30H27N2O8S2W",
  "method": "ωB97M-V with the def2-TZVPD basis set",
  "energy_ha": -2734.2840,
  "spin_multiplicity": 3,
  "charge": 1,
  "gap_ev": [8.138, 8.520],
  "fmax_ev_per_a": 0.27,
  "elements": ["W", "O", "C", "O", "C", "C", "C", "C", "C", "O", "C", "C", "O", "O", "H", "H", "H", "H", "H", "H", "H", "H", "C", "C", "N", "C", "C", "S", "C", "C", "S", "C", "N", "C", "H", "H", "H", "H", "H", "H", "H", "H", "O", "C", "C", "O", "O", "C", "C", "C", "C", "C", "C", "C", "C", "C", "C", "C", "C", "H", "H", "H", "H", "H", "H", "H", "H", "H", "H", "H"],
  "xyz": [[0.725, 0.590, -0.525], [4.245, -1.438, -1.314], [3.554, -0.583, -0.837], [2.229, -0.718, -0.715], [4.099, 0.717, -0.267], [3.418, 1.038, 1.073], [4.194, 2.087, 1.850], [3.926, 3.362, 1.014], [3.002, 2.843, -0.080], [2.243, 1.799, 0.622], [3.744, 1.996, -1.112], [2.817, 1.699, -2.283], [3.197, 1.491, -3.397], [1.511, 1.707, -1.949], [5.175, 0.603, -0.164], [3.076, 0.179, 1.643], [3.798, 2.183, 2.859], [5.249, 1.828, 1.918], [3.433, 4.130, 1.605], [4.830, 3.793, 0.586], [2.307, 3.565, -0.497], [4.641, 2.470, -1.503], [-0.751, 3.430, 1.370], [-1.378, 2.985, 0.094], [-0.973, 1.993, -0.670], [-1.791, 1.816, -1.773], [-2.821, 2.688, -1.850], [-2.771, 3.754, -0.518], [-1.456, 0.707, -2.652], [-2.048, 0.322, -3.804], [-1.285, -1.081, -4.400], [-0.198, -1.098, -3.091], [-0.409, -0.106, -2.251], [0.862, -2.138, -2.990], [0.330, 3.318, 1.329], [-1.104, 2.809, 2.196], [-1.006, 4.468, 1.575], [-3.593, 2.749, -2.599], [-2.875, 0.786, -4.313], [0.809, -2.811, -3.843], [0.730, -2.721, -2.078], [1.852, -1.688, -2.955], [-0.125, -1.373, 0.107], [-1.167, -1.275, 1.143], [-0.768, -0.045, 1.984], [-1.288, 0.218, 3.035], [0.174, 0.682, 1.421], [-1.118, -2.537, 1.975], [-2.150, -3.463, 1.997], [-2.020, -4.628, 2.744], [-0.862, -4.873, 3.463], [0.171, -3.944, 3.453], [0.038, -2.779, 2.720], [-2.463, -1.031, 0.390], [-2.728, -1.788, -0.751], [-3.899, -1.597, -1.463], [-4.823, -0.646, -1.044], [-4.571, 0.098, 0.097], [-3.396, -0.092, 0.816], [0.597, -1.942, 0.423], [-3.062, -3.279, 1.445], [-2.831, -5.343, 2.762], [-0.766, -5.782, 4.041], [1.069, -4.122, 4.029], [0.830, -2.035, 2.749], [-2.016, -2.538, -1.073], [-4.099, -2.200, -2.340], [-5.743, -0.502, -1.594], [-5.296, 0.824, 0.444], [-3.225, 0.469, 1.725]]
}